70
Properties=species:S:1:pos:R:3:forces:R:3:mulliken_spin:R:1 method="wB97M-V/def2-TZVPD" homo_energy_ev="1.15 / -0.71" e_lumo_ev="4.0 / 4.0" s2=2.29 homo_lumo_gap_ha="0.1042 / 0.1724" multiplicity=3 charge=-2
Ni -1.2143 -0.7664 0.5912 1.0 1.5 1.8 0.4245
Br 4.9731 -1.8708 4.7719 0.3 -0.2 0.0 0.0023
C 3.2251 -1.4350 4.2369 -2.5 0.1 -1.1 -0.1011
C 2.5751 -0.3231 4.8109 0.6 0.2 0.5 0.2582
C 1.2536 0.0056 4.4776 0.7 -0.9 -0.7 -0.1133
C 0.6221 -0.7769 3.5440 -2.0 0.2 0.8 0.0766
O -0.8605 -0.5887 3.4130 3.2 0.1 0.8 -0.0114
C 1.2157 -1.8511 2.8712 -0.8 -1.0 -1.6 0.0254
C 0.6703 -2.6412 1.7986 -0.1 0.5 0.9 0.2635
N -0.4564 -2.4126 1.1122 0.8 -0.7 0.3 0.2140
C -0.9093 -3.4459 0.3039 -0.3 -0.6 -0.5 -0.0894
C -0.5197 -4.7755 0.4411 -0.4 -0.6 -0.7 0.1819
C -1.0417 -5.7467 -0.4346 0.3 -0.1 0.5 -0.0554
C -1.9463 -5.4382 -1.4248 -0.4 0.9 -0.2 0.1381
C -2.4044 -4.0818 -1.5674 1.0 -0.7 0.8 -0.1326
C -3.3289 -3.6431 -2.5108 -0.8 -1.2 -1.2 0.4471
C -3.6779 -2.3004 -2.5709 0.2 1.7 0.8 -0.0213
C -3.1222 -1.4090 -1.6518 -0.3 -0.3 -0.7 0.1115
N -2.2055 -1.7864 -0.7315 -0.4 0.7 -0.1 0.2357
C -1.8606 -3.1081 -0.6895 0.5 -0.5 0.4 0.1159
C 2.5135 -2.1629 3.2743 2.4 -0.2 0.9 0.0761
H 3.0899 0.2598 5.5555 0.1 0.2 0.1 0.0362
H 0.7763 0.8604 4.9160 -0.3 0.1 0.2 -0.0057
H 1.2483 -3.5358 1.5369 0.0 0.4 0.1 0.0604
H 0.1687 -5.0637 1.2144 0.0 -0.2 0.2 0.0512
H -0.7521 -6.7868 -0.2987 0.1 0.1 0.0 0.0061
H -2.3300 -6.1948 -2.1121 0.1 0.1 0.2 0.0032
H -3.7891 -4.3834 -3.1865 0.3 0.4 0.3 0.0358
H -4.3524 -1.9029 -3.3208 -0.1 -0.1 0.0 -0.0021
H -3.3553 -0.3468 -1.6428 -0.1 -0.2 -0.2 0.0629
H 2.9890 -3.0080 2.7734 0.0 0.2 0.2 0.0204
C -1.0723 -0.1131 2.2479 -3.1 -0.1 -1.9 -0.3528
Ge -0.0740 1.1178 -0.2719 -0.4 -1.3 -0.1 0.0277
C 1.9148 0.9595 -0.2656 -0.5 0.6 -0.9 0.0179
C 2.5547 -0.2412 0.0043 1.2 0.0 0.5 0.0135
C 3.9525 -0.2442 0.1984 0.0 0.3 -0.5 -0.0002
C 4.7140 0.9095 -0.0589 -0.5 -0.3 0.3 -0.0003
C 4.0607 2.0742 -0.4891 0.0 -0.1 -0.3 -0.0013
C 2.6684 2.0958 -0.6022 0.5 -0.1 0.4 -0.0037
C -0.2452 2.9754 0.3101 0.6 0.5 -0.4 0.0008
C -0.4179 4.0320 -0.6098 0.1 0.5 1.2 -0.0014
C -0.2973 5.3627 -0.1768 0.1 -0.3 -0.4 0.0020
C 0.0335 5.6608 1.1456 0.0 -0.5 0.2 0.0019
C 0.2612 4.6072 2.0428 -0.2 -0.4 -0.1 -0.0041
C 0.1360 3.2654 1.6248 -0.2 1.3 0.0 0.0107
C -0.5136 1.2510 -2.1658 0.9 0.1 -0.6 0.0078
C -1.6872 1.8772 -2.6019 0.3 -0.3 -1.2 0.0159
C -2.0108 1.8776 -3.9660 -0.4 0.0 -0.2 -0.0043
C -1.1433 1.3107 -4.9176 -0.2 0.2 0.4 0.0025
C 0.0554 0.7473 -4.4880 0.2 -0.3 1.0 -0.0081
C 0.3643 0.6708 -3.1103 -1.5 0.7 -1.1 0.0056
H 2.0128 -1.1842 0.1003 -0.1 0.4 0.2 -0.0318
H 4.4688 -1.1518 0.5214 -0.2 0.2 -0.1 0.0032
H 5.7964 0.8655 0.1034 -0.4 0.2 -0.1 0.0006
H 4.6202 2.9669 -0.7782 0.0 -0.2 0.2 0.0003
H 2.1671 3.0235 -0.9308 0.3 -0.6 0.3 0.0020
H -0.6012 3.8240 -1.6594 0.0 0.1 0.2 -0.0017
H -0.4036 6.1562 -0.9192 0.0 0.0 0.3 -0.0006
H 0.1427 6.6921 1.4814 0.0 -0.2 -0.1 0.0003
H 0.5179 4.8156 3.0865 0.0 0.0 -0.4 -0.0001
H 0.3701 2.4695 2.3300 -0.1 0.0 -0.1 -0.0053
H -2.3352 2.3919 -1.8986 -0.1 -0.2 0.0 0.0006
H -2.9797 2.3047 -4.2958 0.7 -0.2 0.2 -0.0034
H -1.4162 1.2968 -5.9762 0.1 0.1 0.3 0.0018
H 0.7746 0.3259 -5.1827 -0.2 0.0 -0.2 -0.0003
H 1.2649 0.1574 -2.8085 0.1 0.1 0.2 0.0017
N -3.9071 1.5151 0.8014 -0.8 0.8 0.9 -0.0179
H -3.2971 1.4747 0.0028 0.3 -0.3 0.1 -0.0019
H -3.4062 1.9313 1.6029 -0.1 -0.7 -0.8 0.0049
H -4.2371 0.5888 1.0685 0.6 0.2 -0.2 0.0030

=====

75
Properties=species:S:1:pos:R:3:forces:R:3:mulliken_spin:R:1 method="wB97M-V/def2-TZVPD" homo_energy_ev="-9.78 / -10.71" e_lumo_ev="-2.5 / -5.4" s2=2.02 homo_lumo_gap_ha="0.2681 / 0.1953" de_lowest_kj_mol=0.0 multiplicity=3 charge=+1
Au 10.3145 11.5021 9.5537 0.3 0.0 0.6 0.3947
F 10.9828 6.6556 10.9837 -0.1 -0.3 -0.7 0.0002
C 11.8415 6.5905 9.9204 0.7 1.3 1.4 0.0041
F 11.9193 5.3337 9.5397 -0.1 -0.4 -0.2 0.0001
F 13.0617 6.9231 10.4631 -0.7 -0.2 -0.5 0.0022
C 11.4425 7.5497 8.8319 0.9 -0.3 -0.2 -0.0249
C 11.2341 7.0196 7.5616 -0.1 0.7 0.7 -0.0039
C 10.9448 7.9336 6.5536 -0.2 -0.3 -0.4 0.0123
C 10.8575 9.2874 6.8382 0.0 -1.9 1.2 -0.0013
N 11.0560 9.7567 8.0740 0.0 0.9 -1.4 0.0707
C 11.4337 8.9494 9.0381 -0.3 -1.0 1.0 0.0249
S 11.7049 9.8034 10.5639 -0.3 -0.1 -0.3 0.1360
H 11.2850 5.9346 7.4572 -0.1 0.4 -0.4 -0.0002
H 10.6778 7.6234 5.5488 0.3 -0.1 0.1 0.0008
H 10.5270 9.8891 6.0520 -0.3 1.5 -0.7 -0.0001
C 10.0803 12.0725 13.0414 -0.5 1.2 -1.7 0.1242
P 8.9144 12.2755 11.4611 -0.5 0.4 1.3 0.1726
C 8.3025 14.0024 11.7637 -0.3 0.1 0.7 0.0070
C 9.3123 14.9907 11.8134 -0.9 -1.5 -0.2 0.0097
C 9.0483 16.2827 12.1104 -1.6 1.1 0.1 -0.0053
C 7.7124 16.6379 12.3871 -0.5 1.6 -0.3 0.0129
C 6.6732 15.7232 12.3093 1.2 -0.5 0.0 -0.0056
C 6.9710 14.3897 12.0586 1.4 -0.2 -0.3 0.0218
C 7.4536 11.1528 11.6195 0.6 -0.2 -1.6 0.0052
C 6.7947 10.9659 12.8147 -0.3 0.0 0.4 0.0089
C 5.7757 10.0216 12.8901 -0.8 0.5 2.3 0.0306
C 5.3466 9.3043 11.8242 0.6 -0.3 -2.2 -0.0059
C 5.9665 9.4923 10.5620 -0.1 1.3 0.6 0.0141
C 7.0198 10.4483 10.4469 -1.2 -1.3 1.8 0.0095
P 9.6087 11.1360 14.4504 -0.7 -0.1 1.2 0.4351
C 9.1360 11.8621 16.0112 -0.1 0.0 -1.8 0.0294
C 8.7303 11.1077 17.1006 -0.6 0.1 1.4 0.0536
C 8.0988 11.7378 18.1618 -0.1 0.0 -0.3 -0.0328
C 7.8625 13.1114 18.1361 0.0 0.8 -0.2 0.0712
C 8.0658 13.8522 16.9870 1.2 -2.7 -1.1 -0.0357
C 8.7295 13.1588 15.9105 -1.2 4.1 0.9 0.0691
C 10.6928 9.8494 14.6820 0.2 -0.2 0.9 0.0789
C 11.4333 9.6738 15.8820 -0.9 -0.2 -1.3 0.0316
C 12.1028 8.5128 15.9815 2.3 -2.6 0.1 -0.0231
C 12.1882 7.5986 14.8791 -0.8 1.7 -0.6 0.0757
C 11.5046 7.8349 13.6767 -0.3 -0.8 0.3 -0.0238
C 10.6647 8.9479 13.6450 0.3 -0.8 -1.4 0.0975
H 10.3123 13.1138 13.3549 0.1 -0.6 -0.3 0.0173
H 10.9408 11.5704 12.5633 -0.1 0.3 0.7 0.0010
H 10.3035 14.7164 11.6028 1.2 -0.3 -0.5 -0.0024
H 9.8158 17.0224 11.9743 0.2 0.2 0.4 -0.0002
H 7.4063 17.6984 12.5675 0.7 -0.9 -0.1 0.0007
H 5.6420 15.9834 12.4039 -0.4 0.4 0.3 0.0000
H 6.1669 13.7056 12.1657 -0.4 -0.8 -0.4 0.0022
H 7.0053 11.5959 13.6800 0.0 -0.2 -0.1 -0.0239
H 5.1999 9.8826 13.8345 0.7 0.3 -0.6 0.0007
H 4.5110 8.6287 11.9127 0.0 -0.1 0.0 -0.0002
H 5.4882 9.0284 9.6876 0.7 0.1 0.3 0.0004
H 7.4524 10.5669 9.4848 0.6 0.4 -0.7 0.0057
H 8.8772 10.0603 17.2044 0.2 -0.7 -0.4 0.0019
H 7.6633 11.1675 18.9723 0.5 -0.1 0.1 -0.0006
H 7.5423 13.6671 19.0001 -0.6 -0.3 0.3 0.0037
H 7.6849 14.8366 16.8702 0.2 0.8 0.0 -0.0010
H 8.9313 13.8491 15.0691 0.0 -1.0 0.1 0.0087
H 11.4961 10.4218 16.6274 -0.2 0.6 0.6 0.0021
H 12.7546 8.2191 16.8515 -0.9 0.7 -0.8 0.0010
H 12.9193 6.8363 14.9010 0.4 -1.0 0.3 0.0047
H 11.5136 7.1470 12.7913 0.4 0.8 1.4 0.0004
H 10.0671 9.1474 12.7221 0.5 -0.2 0.9 0.0065
O 7.9372 11.3901 7.3188 -0.6 -2.4 0.5 -0.0003
C 8.4086 12.4682 7.4738 1.1 2.8 -0.5 0.0036
C 8.1949 13.6190 6.5090 -1.3 -0.8 -0.2 0.0053
C 8.6489 14.8106 7.2601 0.8 0.5 0.3 0.0056
C 9.6033 14.2813 8.3023 -1.5 -1.7 -1.1 -0.0061
O 10.3793 14.9321 8.9234 1.1 0.3 1.1 0.0006
N 9.3261 12.8992 8.4137 0.2 0.1 0.1 0.1205
H 7.1412 13.6385 6.1821 0.6 0.0 -0.1 -0.0004
H 8.8538 13.3701 5.6758 -0.2 0.2 -0.2 -0.0001
H 7.8838 15.2948 7.8398 -0.6 0.3 0.0 0.0007
H 9.1627 15.5369 6.6693 0.2 0.7 -0.3 -0.0002

=====

81
Properties=species:S:1:pos:R:3:forces:R:3:mulliken_spin:R:1 method="wB97M-V/def2-TZVPD" homo_energy_ev="-4.28 / -4.28" e_lumo_ev="2.2 / 2.2" s2=0.75 homo_lumo_gap_ha="0.2393 / 0.2395" de_lowest_kj_mol=25.5 multiplicity=2 charge=-1
Ce 0.0545 -0.1345 -0.0773 -0.3 -0.3 0.0 1.0059
Cl 3.6060 -1.3115 1.9778 -0.1 0.1 0.0 -0.0001
C 2.6140 -0.0626 2.7289 0.2 -0.1 0.1 0.0047
C 1.4628 0.3567 2.0916 0.2 0.1 0.2 0.0130
C 0.7418 1.2910 2.7963 -0.2 0.2 0.1 -0.0078
Cl -0.8283 1.8079 2.1034 0.2 -0.1 0.1 0.0000
C 1.0972 1.8435 4.0231 0.0 0.0 0.0 -0.0004
Cl 0.1213 3.0312 4.8098 0.0 0.0 0.0 -0.0001
C 2.2810 1.4046 4.6077 0.0 0.0 0.0 0.0003
Cl 2.7895 2.0556 6.1233 0.0 0.0 0.0 0.0000
C 3.0438 0.4320 3.9600 0.0 0.0 0.0 -0.0006
Cl 4.5013 -0.1255 4.7095 0.0 0.0 0.0 -0.0001
S -3.0936 -3.5528 -1.5406 0.1 0.0 0.0 0.0002
C -2.2744 -2.1378 -1.2767 0.0 0.0 0.0 0.0010
S -1.0299 -1.5460 -2.3479 -0.1 0.0 -0.1 -0.0078
S -2.6454 -1.1305 0.1316 -0.2 -0.1 -0.2 -0.0035
O -0.5157 -1.9047 2.0875 -0.1 0.1 -0.1 -0.0009
C 0.0395 -3.1908 2.1704 0.0 -0.1 0.0 -0.0001
C 1.0181 -3.4905 1.0595 0.1 0.0 0.0 0.0008
C 1.8295 -4.6202 1.1334 -0.1 0.0 0.0 -0.0001
C 2.7346 -4.8645 0.1222 0.0 0.0 0.0 0.0002
C 2.7959 -3.9869 -0.9534 -0.1 0.0 0.1 -0.0002
C 1.9322 -2.9117 -0.9617 0.1 0.1 -0.1 -0.0002
N 1.0730 -2.6535 0.0306 0.1 0.1 0.0 0.0030
H -1.3796 -1.9436 1.6072 0.0 0.0 0.0 -0.0003
H -0.7484 -3.9537 2.1512 0.0 0.0 0.0 -0.0001
H 0.5635 -3.2828 3.1275 0.0 0.0 0.0 0.0000
H 1.7527 -5.2786 1.9889 0.0 0.0 0.0 0.0000
H 3.3866 -5.7273 0.1681 0.0 0.0 0.0 0.0000
H 3.4851 -4.1315 -1.7721 0.0 0.0 0.0 0.0000
H 1.9268 -2.2108 -1.7891 0.0 0.0 0.0 0.0002
C -1.3417 5.2826 -4.1007 0.0 0.0 0.1 0.0001
O -1.4596 4.8937 -5.4602 -0.1 0.0 -0.1 0.0000
C -1.5199 3.5943 -5.8553 0.1 0.0 0.0 0.0000
C -1.5061 3.4303 -7.2431 0.0 0.0 0.0 0.0000
C -1.5298 2.1768 -7.8178 0.0 0.0 0.0 0.0000
C -1.5873 1.0410 -7.0179 0.0 0.0 0.0 0.0000
C -1.6315 1.1942 -5.6477 0.0 0.0 0.0 0.0003
C -1.5868 2.4556 -5.0443 -0.1 -0.1 0.0 -0.0003
N -1.6323 2.5227 -3.6263 0.1 0.0 0.0 -0.0001
C -0.7008 1.9608 -2.7787 0.0 0.2 0.1 0.0157
N 0.4405 1.5914 -3.3977 -0.1 -0.1 0.1 -0.0044
C 1.6921 1.1423 -2.9067 0.0 0.1 -0.3 -0.0008
C 1.9308 0.7287 -1.6032 -0.1 -0.1 0.0 0.0091
C 3.2576 0.3558 -1.3322 0.0 0.0 0.0 -0.0035
C 4.2698 0.3560 -2.2860 -0.1 0.0 0.0 0.0002
C 3.9741 0.7369 -3.5901 0.0 0.0 0.0 -0.0002
C 2.6867 1.1302 -3.8960 0.2 0.0 0.0 0.0013
O 2.3547 1.4935 -5.2009 -0.1 -0.1 0.1 0.0001
C 2.5828 2.8684 -5.4721 0.0 0.0 0.0 -0.0001
N -0.9081 1.8961 -1.4880 0.0 -0.2 -0.3 -0.0313
C -2.1767 2.3889 -1.0525 0.1 0.1 0.1 0.0051
C -3.3423 1.6817 -1.3719 0.0 -0.1 0.1 0.0001
C -4.5884 2.0862 -0.9375 0.0 0.0 0.0 0.0001
C -4.6910 3.2229 -0.1442 0.0 0.0 0.0 -0.0001
C -3.5581 3.9421 0.1790 0.0 -0.1 -0.1 0.0002
C -2.2970 3.5515 -0.2799 0.0 0.1 0.0 -0.0001
O -1.2997 4.4027 0.0979 -0.1 0.0 0.1 0.0003
C 0.0488 4.2561 -0.3195 0.1 -0.1 0.0 -0.0029
H -1.2468 6.3665 -4.1291 0.0 0.0 0.0 0.0000
H -0.4585 4.8481 -3.6314 0.0 0.0 0.0 0.0000
H -2.2286 5.0208 -3.5215 0.0 0.0 0.0 0.0000
H -1.4598 4.3257 -7.8473 0.0 0.0 0.0 0.0000
H -1.5041 2.0861 -8.8956 0.0 0.0 0.0 0.0000
H -1.6124 0.0522 -7.4515 0.0 0.0 0.0 0.0000
H -1.7017 0.3312 -4.9943 0.0 0.0 0.0 0.0000
H -2.4920 2.8095 -3.1859 0.0 -0.2 0.0 0.0000
H 0.4407 1.6975 -4.4013 0.0 -0.1 0.0 0.0003
H 3.5160 0.0235 -0.3294 0.0 0.0 -0.1 -0.0017
H 5.2743 0.0469 -2.0211 0.0 0.0 0.0 0.0000
H 4.7213 0.7238 -4.3743 0.0 0.0 0.0 0.0000
H 3.6498 3.0630 -5.6136 0.0 0.0 0.0 0.0000
H 2.2141 3.4920 -4.6511 0.0 0.0 0.0 0.0000
H 2.0409 3.1112 -6.3856 0.0 0.0 0.0 0.0000
H -3.2223 0.7737 -1.9510 0.0 0.0 0.0 -0.0001
H -5.4611 1.4975 -1.1817 0.0 0.0 0.0 0.0000
H -5.6535 3.5464 0.2306 0.0 0.0 0.0 0.0000
H -3.6092 4.8320 0.7905 0.0 0.0 0.0 0.0000
H 0.5634 5.1132 0.1105 0.0 0.0 0.0 0.0001
H 0.1385 4.2810 -1.4068 0.0 0.0 0.0 0.0007
H 0.4992 3.3327 0.0464 0.0 0.1 0.0 0.0049